A single C5H14N2 molecule. Source: OMol25; level of theory: ωB97M-V/def2-TZVPD.

Each line ends with the natural charge from an NBO analysis.
Cartesian coordinates (Å):
C -0.208 1.938 -1.590  -0.610
C 0.278 2.073 -0.139  -0.393
C -0.109 0.910 0.763  -0.392
C 0.374 -0.499 0.285  -0.061
N 1.519 -0.898 1.100  -0.831
C -0.780 -1.484 0.350  -0.226
N -0.369 -2.810 -0.094  -0.853
H 0.407 1.202 -2.117  0.198
H -1.236 1.575 -1.631  0.199
H -0.134 2.884 -2.122  0.212
H 1.364 2.174 -0.118  0.203
H -0.130 3.004 0.255  0.200
H -1.191 0.871 0.911  0.192
H 0.325 1.102 1.746  0.209
H 0.732 -0.366 -0.736  0.179
H 1.248 -0.908 2.079  0.343
H 1.774 -1.861 0.898  0.367
H -1.102 -1.529 1.391  0.182
H -1.628 -1.089 -0.209  0.164
H -1.077 -3.514 0.032  0.365
H -0.056 -2.775 -1.053  0.356

Calculated values
HOMO = -9.109 eV
Molar mass = 102.2 g mol⁻¹
Largest force on an atom = 0.0232 Eh/bohr
Electronic energy = -308.410345 Ha
LUMO energy = 0.0391 hartree
Energy relative to the best compared isomer or geometry (same formula, charge and spin) = 0.346 eV
Kohn-Sham gap = 0.3739 hartree